[1]
{"formula": "C5H6O2", "method": "wB97M-V/def2-TZVPD", "e_homo_ev": -9.902, "spin_multiplicity": 1, "lumo_ev": 0.75, "relative_energy_kj_mol": 232.5, "orbital_gap_ev": 10.655, "elements": ["O", "C", "C", "C", "C", "C", "O", "H", "H", "H", "H", "H", "H"], "coordinates": [[-1.17376, -2.67442, -0.17428], [-0.81655, -1.93179, 0.97149], [-0.16234, -0.65875, 0.65492], [0.45020, 0.35431, 0.41441], [0.97918, 1.64555, -0.01027], [0.23340, 2.00939, -1.28575], [0.79159, 2.25892, -2.32239], [-0.38586, -2.74511, -0.72793], [-0.14603, -2.49679, 1.63513], [-1.74404, -1.74729, 1.52191], [2.04668, 1.62916, -0.24669], [0.79989, 2.39158, 0.77599], [-0.87236, 1.96524, -1.20653]]}

---

[2]
{"formula": "C3H3ClO2", "method": "wB97M-V/def2-TZVPD", "e_homo_ev": -10.740, "spin_multiplicity": 1, "lumo_ev": 0.71, "relative_energy_kj_mol": 33.1, "orbital_gap_ev": 11.453, "elements": ["C", "C", "C", "H", "H", "H", "O", "O", "Cl"], "coordinates": [[-0.22607, 0.25017, 0.64878], [-0.38383, -0.84037, -0.43823], [0.98282, 0.63568, -0.17338], [-0.00477, -0.14014, 1.63392], [-0.29945, -1.86794, -0.05757], [-1.25360, -0.72150, -1.07285], [0.82397, -0.36308, -1.07385], [1.74219, 1.53525, -0.21194], [-1.38126, 1.51192, 0.74513]]}

---

[3]
{"formula": "C3H7NO", "method": "wB97M-V/def2-TZVPD", "e_homo_ev": -10.069, "spin_multiplicity": 1, "lumo_ev": 0.96, "relative_energy_kj_mol": 141.5, "orbital_gap_ev": 11.026, "elements": ["C", "C", "H", "H", "H", "H", "C", "N", "O", "H", "H", "H"], "coordinates": [[2.18974, 6.66454, 0.84762], [2.36994, 5.67888, 1.69962], [2.20099, 6.52397, -0.23239], [2.13012, 7.69990, 1.15917], [2.40387, 4.61895, 1.47950], [2.42349, 5.89403, 2.76431], [-1.23860, -4.28365, -0.56085], [-2.50532, -3.81374, -0.61603], [-0.46348, -4.23740, -1.49232], [-0.91774, -4.71032, 0.39598], [-2.85188, -3.53631, -1.51892], [-3.13616, -4.00464, 0.14745]]}

---

[4]
{"formula": "C7H10N2", "method": "wB97M-V/def2-TZVPD", "e_homo_ev": [-7.936, -7.936], "spin_multiplicity": 1, "lumo_ev": [-0.01, -0.01], "relative_energy_kj_mol": 445.6, "orbital_gap_ev": [7.929, 7.930], "elements": ["C", "C", "C", "C", "N", "H", "H", "H", "H", "H", "C", "C", "C", "N", "H", "H", "H", "H", "H"], "coordinates": [[-0.88022, 1.69163, 0.66166], [-1.20240, 0.35906, 0.03005], [-1.61365, 0.27464, -1.25622], [-2.04020, -0.49435, 1.13098], [-2.75202, -1.06955, 1.83118], [-0.14819, 1.54342, 1.44529], [-1.77602, 2.13119, 1.10443], [-0.49302, 2.40089, -0.06660], [-1.80418, -0.67768, -1.72418], [-1.73989, 1.15784, -1.86286], [1.60512, 0.06806, -0.45376], [0.46125, -1.90339, 0.15486], [2.87621, -0.20726, -0.18841], [0.50836, -0.63586, 0.05303], [1.31525, 0.92161, -1.05070], [1.20946, -2.54440, -0.30451], [-0.36191, -2.35352, 0.68982], [3.16885, -1.04295, 0.43051], [3.66719, 0.38061, -0.62458]]}

---

[5]
{"formula": "C16H34Br6Cl6O8P2", "method": "wB97M-V/def2-TZVPD", "e_homo_ev": [-12.094, -12.094], "spin_multiplicity": 2, "s_squared": 0.756, "lumo_ev": [-5.03, -9.71], "total_charge": 1, "orbital_gap_ev": [7.065, 2.385], "elements": ["C", "Br", "Br", "Br", "H", "C", "Br", "Br", "Br", "H", "C", "C", "O", "P", "O", "O", "C", "C", "O", "C", "C", "H", "H", "H", "H", "H", "H", "H", "H", "H", "H", "H", "H", "H", "H", "H", "C", "C", "O", "P", "O", "O", "C", "C", "O", "C", "C", "H", "H", "H", "H", "H", "H", "H", "H", "H", "H", "H", "H", "H", "H", "H", "C", "Cl", "Cl", "Cl", "H", "C", "Cl", "Cl", "Cl", "H"], "coordinates": [[4.87805, 1.83691, -4.21370], [4.13679, 0.58717, -5.56059], [4.14779, 3.68799, -4.34954], [6.91490, 1.79976, -4.12690], [4.54227, 1.49793, -3.23368], [-0.54758, -3.64173, -2.92776], [-1.06604, -4.19672, -1.07000], [-2.04691, -2.67375, -3.85834], [0.00435, -5.18974, -4.14404], [0.27963, -2.93481, -2.86383], [-6.77169, 0.35283, -3.79727], [-5.78851, -0.69043, -3.21036], [-4.47879, -0.40985, -3.54899], [-3.64393, 0.67758, -2.63231], [-2.22176, 0.94364, -3.03428], [-4.51652, 2.06124, -2.65106], [-4.12190, 3.13657, -1.85297], [-4.58767, 4.40057, -2.57457], [-3.77566, 0.09404, -1.11987], [-2.72202, 0.22267, -0.22799], [-1.94388, -1.08130, -0.41947], [-6.44258, 0.90372, -4.67836], [-7.77511, -0.05636, -3.91478], [-6.86205, 1.20756, -3.12692], [-5.94182, -0.65117, -2.13191], [-6.04836, -1.72229, -3.44666], [-4.58551, 3.05454, -0.86990], [-3.06138, 3.26199, -1.63465], [-4.26143, 5.34835, -2.14634], [-4.15980, 4.50919, -3.57118], [-5.64651, 4.59528, -2.74500], [-2.06943, 1.07878, -0.39919], [-3.12899, 0.36342, 0.77334], [-1.14759, -1.26674, 0.30140], [-2.68288, -1.87012, -0.55993], [-1.45826, -1.03681, -1.39430], [4.54184, 0.69243, 2.49829], [5.21423, 0.49187, 3.86493], [4.65508, -0.61443, 4.51028], [3.46366, -0.45430, 5.56827], [3.69486, 0.74556, 6.44766], [2.14564, -0.38667, 4.65010], [1.85306, -1.49117, 3.86476], [0.96798, -1.11318, 2.71376], [3.36532, -1.91438, 6.33260], [2.73464, -2.14667, 7.59536], [2.69856, -3.66129, 7.89554], [4.76066, 0.00936, 1.67754], [3.45795, 0.68915, 2.61354], [4.75546, 1.66885, 2.06346], [6.28663, 0.42236, 3.68263], [5.02051, 1.44774, 4.35164], [2.71207, -1.91210, 3.34224], [1.41830, -2.23927, 4.52765], [1.58158, -0.56769, 1.99679], [0.76544, -2.02506, 2.15203], [0.03415, -0.62799, 2.99777], [3.27594, -1.65914, 8.40617], [1.80802, -1.58141, 7.69511], [1.96935, -4.22346, 7.31219], [3.63634, -4.11142, 7.56990], [2.60599, -3.83454, 8.96770], [1.71851, -0.20658, -1.68639], [1.55441, -1.58844, -0.63128], [1.95763, -0.72637, -3.43979], [3.12009, 0.72797, -1.16627], [0.79135, 0.36606, -1.66267], [-0.10452, 2.35209, -5.11686], [0.47604, 2.42072, -3.44570], [0.11986, 0.77310, -5.86303], [0.72083, 3.52886, -6.19233], [-1.17642, 2.54932, -5.13196]]}

---

[6]
{"formula": "CH6NOSi", "method": "wB97M-V/def2-TZVPD", "e_homo_ev": -3.532, "spin_multiplicity": 1, "lumo_ev": 4.45, "total_charge": -1, "relative_energy_kj_mol": 40.2, "orbital_gap_ev": 7.981, "elements": ["C", "N", "O", "Si", "H", "H", "H", "H", "H", "H"], "coordinates": [[-0.62823, -0.13043, 0.06285], [-0.86237, 1.27843, -0.18963], [2.00380, 1.00455, 0.24107], [1.27125, -0.27315, -0.09978], [-1.83119, 1.53787, -0.10801], [-1.39414, -0.72138, -0.41132], [-0.96873, -0.27326, 1.02055], [-0.41044, 1.55866, -1.05188], [1.77908, -1.33560, 0.83394], [1.59861, -0.89700, -1.43068]]}